1.
Formula: C41H53NO5P3RhSi
Source: the OMol25 dataset
Level of theory: ωB97M-V/def2-TZVPD

The value obtained for the LUMO energy is -1.0 eV. The calculation puts the total energy at -3449.42926 Eh. The calculation puts the HOMO energy at -7.306 eV. The frontier orbital gap is 6.326 eV.

Each line ends with the Mulliken charge.
Element x y z (Å)
1 Rh -0.079 0.641 -0.655  -0.483
2 C 2.198 1.546 1.460  -1.473
3 P 2.094 0.784 -0.196  1.476
4 C 3.084 -0.735 -0.177  0.571
5 C 4.379 -0.624 0.337  -0.526
6 C 5.235 -1.708 0.313  -0.798
7 C 4.812 -2.905 -0.256  -0.768
8 C 3.534 -3.011 -0.776  -0.055
9 C 2.656 -1.934 -0.721  -0.080
10 C 3.083 1.724 -1.396  0.831
11 C 3.079 1.263 -2.711  -0.524
12 C 3.900 1.843 -3.659  -0.679
13 C 4.754 2.880 -3.299  -0.572
14 C 4.769 3.336 -1.993  -0.879
15 C 3.930 2.764 -1.042  -0.251
16 C 0.806 1.872 1.875  -0.676
17 C 0.298 2.612 2.914  -1.515
18 C -1.109 2.593 2.769  -0.776
19 C -1.411 1.843 1.650  -0.745
20 C -2.759 1.437 1.153  -1.254
21 P -3.230 1.972 -0.555  0.107
22 C -2.563 0.557 -1.565  0.575
23 C -3.062 -0.744 -1.470  -0.290
24 C -2.568 -1.755 -2.273  -0.380
25 C -1.515 -1.509 -3.144  -0.651
26 C -1.007 -0.223 -3.270  -0.339
27 C -1.575 0.819 -2.529  -1.165
28 C -5.006 1.505 -0.564  0.194
29 C -5.773 2.000 -1.619  -0.462
30 C -7.121 1.692 -1.727  -0.628
31 C -7.728 0.895 -0.767  -0.442
32 C -6.981 0.408 0.295  -0.827
33 C -5.629 0.708 0.396  -0.122
34 N -0.231 1.389 1.125  2.041
35 H 2.825 2.437 1.420  1.083
36 H 2.694 0.822 2.114  0.523
37 H 4.728 0.321 0.742  0.370
38 H 6.234 -1.618 0.719  0.464
39 H 5.483 -3.753 -0.291  0.412
40 H 3.212 -3.946 -1.216  0.430
41 H 1.640 -2.012 -1.091  0.274
42 H 2.434 0.437 -2.993  0.363
43 H 3.879 1.486 -4.680  0.435
44 H 5.402 3.331 -4.039  0.385
45 H 5.427 4.146 -1.705  0.420
46 H 3.950 3.149 -0.032  0.337
47 H 0.868 3.098 3.690  0.494
48 H -1.836 3.039 3.429  0.516
49 H -3.489 1.926 1.805  0.844
50 H -2.875 0.360 1.294  0.210
51 H -3.850 -0.966 -0.761  0.286
52 H -2.992 -2.746 -2.202  0.466
53 H -1.106 -2.313 -3.744  0.390
54 H -0.229 -0.004 -3.991  0.542
55 H -1.270 1.837 -2.717  0.764
56 H -5.306 2.640 -2.360  0.380
57 H -7.699 2.084 -2.554  0.389
58 H -8.782 0.659 -0.844  0.373
59 H -7.449 -0.210 1.050  0.410
60 H -5.063 0.311 1.229  0.395
61 C 1.389 4.634 -2.813  -1.227
62 Si 0.316 4.065 -1.373  0.826
63 C 0.938 4.818 0.228  -1.077
64 C -1.388 4.794 -1.676  -1.328
65 O 0.379 2.444 -1.341  -0.476
66 H 1.023 5.593 -3.191  0.480
67 H 1.360 3.920 -3.638  0.279
68 H 2.435 4.768 -2.534  0.254
69 H 0.985 5.907 0.126  0.570
70 H 1.937 4.471 0.504  0.221
71 H 0.267 4.579 1.056  0.201
72 H -1.248 5.853 -1.916  0.501
73 H -2.041 4.720 -0.808  0.267
74 H -1.910 4.329 -2.515  0.344
75 C 2.344 -2.382 3.540  -1.412
76 C 0.859 -2.075 3.411  1.584
77 C 0.500 -0.784 4.129  -1.476
78 C 0.014 -3.222 3.949  -1.509
79 O 0.671 -1.897 1.974  0.677
80 P -0.749 -1.925 1.229  -0.447
81 O -1.854 -1.359 2.023  -1.145
82 O -0.426 -1.316 -0.145  0.580
83 O -1.107 -3.462 1.011  -0.204
84 C -0.480 -4.613 0.417  1.832
85 C -1.265 -5.800 0.956  -1.861
86 C -0.607 -4.524 -1.096  -1.208
87 C 0.984 -4.712 0.809  -1.259
88 H 2.626 -2.457 4.591  0.412
89 H 2.933 -1.589 3.075  0.178
90 H 2.589 -3.323 3.042  0.270
91 H 0.619 -0.920 5.206  0.602
92 H -0.527 -0.497 3.912  0.213
93 H 1.154 0.028 3.815  0.298
94 H 0.214 -3.333 5.017  0.569
95 H 0.263 -4.162 3.460  0.322
96 H -1.048 -3.022 3.815  0.252
97 H -2.321 -5.694 0.706  0.361
98 H -1.173 -5.855 2.041  0.373
99 H -0.892 -6.730 0.524  0.406
100 H -1.655 -4.432 -1.377  0.177
101 H -0.194 -5.421 -1.564  0.518
102 H -0.065 -3.650 -1.464  -0.025
103 H 1.116 -4.743 1.887  0.087
104 H 1.525 -3.855 0.426  -0.118
105 H 1.416 -5.618 0.378  0.723

Atoms 1-6, force components in eV/Å:
Rh 0.4554 -0.0938 -0.2694
C 0.1110 0.0017 -0.0413
P -0.0790 -0.1262 -0.0055
C 0.0664 0.0872 0.2796
C -0.0200 -0.0008 0.0027
C -0.0112 -0.0167 -0.0343

=====

2.
Formula: C5H5O6Tl
Source: the OMol25 dataset
Level of theory: ωB97M-V/def2-TZVPD

The value obtained for the LUMO energy (spin up / spin down) is -16.3 / -16.3 eV. As for the net charge: +3. The calculation puts the total energy at -815.99658 Eh. The calculation puts the HOMO energy (spin up / spin down) at -22.623 / -24.061 eV. The frontier orbital gap (spin up / spin down) is 6.365 / 7.809 eV. As for the spin multiplicity: 2. The energy relative to the best compared isomer or geometry (same formula, charge and spin) is 0.0 kcal/mol.

Each line ends with the Mulliken charge.
Element x y z (Å)
1 O 0.688 -1.067 -0.937  -0.464
2 C -1.355 -3.297 2.819  0.807
3 C 0.804 -0.117 -1.727  1.059
4 O -1.531 -3.755 3.852  -0.046
5 O -1.250 -2.796 1.768  -0.442
6 C 2.064 0.360 -2.192  -0.570
7 Tl -0.822 -1.590 0.261  1.544
8 H 2.098 1.008 -3.068  0.347
9 H 2.962 -0.019 -1.701  0.323
10 C 0.020 1.258 -1.458  -0.846
11 O 0.127 1.779 -0.128  -0.238
12 C -0.556 1.280 0.861  0.948
13 O -1.160 0.206 0.830  -0.486
14 O -0.487 2.039 1.909  -0.280
15 H -1.033 1.023 -1.667  0.430
16 H 0.276 2.095 -2.112  0.502
17 H -0.844 1.592 2.691  0.411

Atoms 1-6, force components in eV/Å:
O 0.7172 -2.8845 0.1303
C -1.1838 -2.3411 5.2388
C 1.7323 6.0119 0.2183
O 0.5813 0.8168 -2.1302
O -0.0343 -0.0101 -1.6762
C -0.1357 -1.7992 -0.7125

=====

3.
Formula: C36H36F3Li3N6O7
Source: the OMol25 dataset
Level of theory: ωB97M-V/def2-TZVPD

The value obtained for the LUMO energy is -0.1 eV. The calculation puts the total energy at -2570.99978 Eh. The calculation puts the HOMO energy at -7.695 eV. The frontier orbital gap is 7.607 eV.

Each line ends with the Mulliken charge.
Element x y z (Å)
1 Li 0.360 -1.666 0.595  1.021
2 Li -2.632 2.076 -1.143  1.010
3 Li -0.013 1.980 -1.663  1.021
4 C -0.681 0.517 0.283  0.916
5 O -1.185 -0.475 0.913  -0.657
6 O -1.244 1.652 0.139  -1.184
7 O 0.382 0.261 -0.389  -0.543
8 C -1.843 1.688 -4.042  -0.058
9 O -2.715 0.524 -3.802  -0.400
10 O -1.816 2.478 -2.954  -0.981
11 C -0.529 1.304 -4.753  0.677
12 F 0.031 2.411 -5.314  -0.311
13 F 0.398 0.776 -3.914  -0.046
14 F -0.712 0.439 -5.773  -0.308
15 C -2.096 -0.581 -3.155  1.050
16 C -3.087 -1.727 -3.211  -1.619
17 H -3.602 -1.666 -4.179  0.437
18 H -2.685 -2.736 -3.323  0.350
19 H -3.881 -1.624 -2.471  0.278
20 H -1.864 -0.278 -2.125  -0.286
21 H -1.190 -0.920 -3.669  0.072
22 H -2.498 2.180 -4.774  0.212
23 C 3.535 2.753 1.855  -0.694
24 C 2.264 2.315 2.154  -0.070
25 C 1.501 2.863 3.190  -0.267
26 C 2.112 3.810 3.986  -0.162
27 C 3.388 4.294 3.676  -0.305
28 C 4.124 3.749 2.631  -0.707
29 N 1.379 4.534 5.040  1.040
30 O 0.280 4.117 5.308  -0.616
31 O 1.905 5.482 5.562  -0.634
32 H 4.109 2.217 1.110  0.500
33 H 1.818 1.560 1.514  0.460
34 H 0.488 2.503 3.290  0.670
35 H 3.896 4.961 4.358  0.434
36 H 5.173 3.950 2.467  0.386
37 N -4.425 1.260 -0.650  -0.013
38 C -4.468 0.287 0.285  -0.365
39 C -5.658 -0.011 0.931  -0.852
40 C -6.869 0.511 0.484  -0.206
41 C -6.828 1.342 -0.618  -0.639
42 C -5.591 1.698 -1.126  -0.255
43 H -3.541 -0.216 0.543  0.592
44 H -5.678 -0.648 1.807  0.404
45 H -7.802 0.233 0.955  0.398
46 H -7.747 1.797 -0.963  0.373
47 H -5.516 2.281 -2.038  0.432
48 N -0.922 -3.652 1.427  0.081
49 C -1.471 -3.331 2.599  0.237
50 C -2.554 -3.997 3.193  -0.949
51 C -2.918 -5.213 2.631  -0.182
52 C -2.216 -5.669 1.545  -0.828
53 C -1.371 -4.804 0.870  -0.041
54 H -1.122 -2.393 3.011  -0.020
55 H -3.050 -3.525 4.027  0.433
56 H -3.779 -5.716 3.053  0.395
57 H -2.414 -6.606 1.038  0.327
58 H -0.979 -5.051 -0.106  0.440
59 N 1.687 -1.450 2.201  0.314
60 C 1.254 -0.798 3.272  -0.191
61 C 2.099 -0.224 4.231  -1.055
62 C 3.459 -0.364 4.024  -0.230
63 C 3.940 -1.189 3.017  -0.893
64 C 2.999 -1.735 2.158  -0.083
65 H 0.176 -0.673 3.299  0.463
66 H 1.802 0.361 5.087  0.432
67 H 4.109 0.030 4.798  0.394
68 H 4.981 -1.441 2.882  0.465
69 H 3.298 -2.435 1.386  0.306
70 N 1.311 -2.665 -0.909  0.137
71 C 1.290 -2.133 -2.143  -0.320
72 C 1.441 -2.878 -3.318  -1.200
73 C 1.690 -4.222 -3.099  -0.322
74 C 1.646 -4.801 -1.846  -0.779
75 C 1.503 -3.985 -0.754  -0.321
76 H 1.184 -1.056 -2.110  0.829
77 H 1.413 -2.423 -4.296  0.538
78 H 1.868 -4.921 -3.910  0.351
79 H 1.753 -5.875 -1.763  0.449
80 H 1.616 -4.331 0.266  0.493
81 N 1.943 2.504 -1.978  0.096
82 C 2.117 3.798 -2.197  -0.265
83 C 3.352 4.441 -2.329  -0.749
84 C 4.484 3.681 -2.133  -0.299
85 C 4.333 2.316 -1.853  -0.878
86 C 3.067 1.782 -1.794  -0.305
87 H 1.227 4.399 -2.361  0.480
88 H 3.435 5.501 -2.515  0.428
89 H 5.475 4.079 -2.313  0.410
90 H 5.190 1.657 -1.824  0.483
91 H 2.908 0.752 -1.494  0.373

Atoms 1-6, force components in eV/Å:
Li -0.3686 0.4448 -0.0237
Li 0.4503 -0.1529 -0.3214
Li -0.3804 -0.5580 0.3818
C -0.4410 -1.7763 -0.9091
O -0.4050 0.3018 1.0111
O -0.5766 1.1022 -0.2824

=====

4.
Formula: C46H40N5OsP2
Source: the OMol25 dataset
Level of theory: ωB97M-V/def2-TZVPD

The value obtained for the LUMO energy (spin up / spin down) is -9.8 / -9.8 eV. As for the net charge: +3. The calculation puts the total energy at -2823.34331 Eh. The calculation puts the HOMO energy (spin up / spin down) at -15.924 / -15.925 eV. The frontier orbital gap (spin up / spin down) is 6.128 / 6.131 eV. The energy relative to the best compared isomer or geometry (same formula, charge and spin) is 0.0 kcal/mol.

Each line ends with the Mulliken charge.
Element x y z (Å)
1 Os -0.373 -0.849 -0.356  1.368
2 C 1.991 -0.853 -4.057  -1.073
3 C 1.007 -0.570 -3.107  0.005
4 N 1.044 -1.063 -1.877  0.350
5 C 2.046 -1.919 -1.519  -0.228
6 C 3.089 -2.222 -2.408  1.323
7 C 3.041 -1.662 -3.702  -0.872
8 C 4.103 -3.119 -1.993  -0.804
9 C 4.016 -3.704 -0.765  -1.389
10 C 2.936 -3.435 0.105  -0.463
11 C 1.954 -2.535 -0.235  0.701
12 N 0.745 -2.216 0.451  0.434
13 C 0.297 -2.767 1.672  0.739
14 C 0.976 -3.555 2.579  -0.471
15 C 0.323 -4.094 3.703  -1.383
16 C -1.003 -3.859 3.933  -0.784
17 C -1.722 -3.014 3.055  1.002
18 C -3.100 -2.747 3.194  -0.851
19 C -3.731 -1.948 2.273  -1.169
20 C -2.972 -1.360 1.261  -0.060
21 N -1.665 -1.559 1.127  0.280
22 C -1.046 -2.438 1.969  0.134
23 H 1.917 -0.421 -5.045  0.540
24 H 0.184 0.095 -3.335  0.403
25 H 3.829 -1.892 -4.408  0.525
26 H 4.917 -3.352 -2.667  0.505
27 H 4.765 -4.416 -0.446  0.461
28 H 2.909 -4.003 1.016  0.463
29 H 2.022 -3.776 2.477  0.288
30 H 0.890 -4.723 4.375  0.466
31 H -1.512 -4.308 4.777  0.506
32 H -3.650 -3.195 4.012  0.535
33 H -4.791 -1.744 2.328  0.541
34 H -3.436 -0.697 0.544  0.384
35 C 0.547 3.451 0.653  -0.897
36 N 0.193 2.048 0.406  -0.070
37 P 1.133 0.680 0.661  1.939
38 C 1.272 0.315 2.412  0.611
39 C 2.288 -0.525 2.876  -0.403
40 C 2.383 -0.809 4.228  -0.891
41 C 1.467 -0.264 5.121  -0.813
42 C 0.459 0.574 4.664  -0.873
43 C 0.361 0.867 3.311  -1.091
44 C 2.806 1.131 0.146  1.020
45 C 3.299 1.077 -1.159  -0.175
46 C 4.554 1.579 -1.460  -1.077
47 C 5.332 2.163 -0.470  -0.769
48 C 4.841 2.256 0.824  -0.831
49 C 3.592 1.742 1.135  -0.982
50 P -1.241 1.444 -0.249  1.609
51 C -2.546 2.120 0.798  1.525
52 C -2.825 1.611 2.070  -0.160
53 C -3.724 2.253 2.903  -1.591
54 C -4.347 3.423 2.487  -0.830
55 C -4.057 3.955 1.240  -0.831
56 C -3.162 3.312 0.398  -1.332
57 C -1.488 2.137 -1.890  1.080
58 C -2.744 2.114 -2.500  -0.958
59 C -2.887 2.564 -3.803  -0.838
60 C -1.783 3.040 -4.503  -0.795
61 C -0.534 3.066 -3.899  -0.606
62 C -0.383 2.609 -2.596  -1.342
63 H 0.537 3.679 1.718  0.213
64 H -0.179 4.088 0.150  0.396
65 H 1.536 3.660 0.246  0.452
66 H 3.020 -0.933 2.187  0.570
67 H 3.183 -1.441 4.591  0.510
68 H 1.554 -0.477 6.178  0.480
69 H -0.233 1.023 5.363  0.527
70 H -0.397 1.559 2.966  0.296
71 H 2.708 0.678 -1.962  0.462
72 H 4.921 1.524 -2.476  0.520
73 H 6.312 2.555 -0.708  0.451
74 H 5.430 2.728 1.598  0.491
75 H 3.239 1.829 2.153  0.574
76 H -2.321 0.727 2.434  0.872
77 H -3.932 1.847 3.884  0.514
78 H -5.049 3.925 3.139  0.452
79 H -4.524 4.876 0.918  0.487
80 H -2.948 3.752 -0.566  0.486
81 H -3.617 1.774 -1.952  0.638
82 H -3.865 2.572 -4.266  0.568
83 H -1.903 3.408 -5.513  0.475
84 H 0.320 3.460 -4.435  0.560
85 H 0.595 2.640 -2.128  0.260
86 C -2.873 -2.192 -4.929  -1.194
87 C -3.518 -1.453 -3.748  -0.335
88 C -2.564 -1.191 -2.679  0.234
89 N -1.789 -0.999 -1.855  -0.679
90 H -3.654 -2.468 -5.633  0.389
91 H -2.374 -3.102 -4.600  0.365
92 H -2.156 -1.556 -5.444  0.347
93 H -4.341 -2.024 -3.313  0.366
94 H -3.919 -0.482 -4.052  0.220

Atoms 1-6, force components in eV/Å:
Os 0.3470 -0.1694 0.6176
C 0.0407 -0.0211 0.0318
C 0.0499 -0.0420 -0.0234
N -0.2131 0.1396 -0.1848
C -0.0467 -0.0122 0.0699
C 0.0426 -0.0446 -0.0112